[1]
ORCA calculation (ωB97M-V/def2-TZVPD) on 2 unconnected molecules or ions with the total composition C3H9N2O at a distorted geometry.

Last column: Löwdin spin population.
CARTESIAN COORDINATES (ANGSTROEM)
C1 2.63723 0.54518 1.24307  0.003
O1 1.38115 0.01349 1.45361  0.009
H1 2.98133 0.99370 2.16534  0.001
H2 3.36048 -0.19194 0.88404  0.001
H3 2.67994 1.37811 0.48676  0.000
C2 -2.07652 -1.26040 -1.13599  0.530
N1 -1.58963 0.09887 -1.27991  0.014
C3 -0.53170 0.36792 -0.44677  0.027
N2 -0.58155 1.32581 0.40492  0.010
H4 -2.82452 -1.43091 -1.89849  0.173
H5 -1.31420 -2.03289 -1.30853  0.095
H6 -2.48901 -1.48291 -0.12360  0.096
H7 -2.30484 0.82650 -1.10684  0.034
H8 0.37296 -0.28057 -0.41071  0.006
H9 0.29887 1.13005 1.07311  0.000

Values from the calculation:
2S+1 ... 2
E ... -8279.10973 eV
Gap between HOMO and LUMO (spin up / spin down) ... 2.6 / 6.9 eV
Net charge ... -2
Largest force on an atom ... 2.37 eV/Å
Relative energy (zero: lowest compared OMol25 entry of this formula, charge and spin) ... 67.9 kJ/mol



[2]
ORCA calculation (ωB97M-V/def2-TZVPD) on 2 unconnected molecules or ions with the total composition C3H9N2O at a distorted geometry.

Last column: Mulliken charge in e.
CARTESIAN COORDINATES (ANGSTROEM)
N1 -0.26563 -2.04633 -1.65618  -0.320
C1 0.13907 -1.01252 -2.35638  0.258
N2 -0.20130 0.22965 -2.08559  -0.277
H1 -0.90449 -1.90472 -0.88659  0.258
H2 0.15366 -2.99728 -1.79911  0.275
H3 0.69291 -1.21491 -3.27204  0.356
H4 0.19655 0.97193 -2.69366  0.260
H5 -0.72982 0.52449 -1.25205  0.245
O1 -0.32745 0.98982 3.30411  -0.444
C2 0.45720 1.08385 2.36595  -0.053
C3 0.17556 0.85625 0.90205  -0.680
H6 1.48796 1.44179 2.56379  0.291
H7 -0.37966 -0.07780 0.78183  0.158
H8 1.14011 0.76966 0.35710  0.347
H9 -0.40006 1.71956 0.49050  0.327

Values from the calculation:
2S+1 ... 1
E ... -8277.50391 eV
Gap between HOMO and LUMO ... 9.0 eV
Net charge ... +1
Largest force on an atom ... 2.62 eV/Å
Relative energy (zero: lowest compared OMol25 entry of this formula, charge and spin) ... 151.5 kJ/mol